294
Properties=species:S:1:pos:R:3:mulliken_charge:R:1 method="wB97M-V/def2-TZVPD" e_tot_ev=-129345.431 spin_multiplicity=1 largest_force_ev_per_a=2.9 e_homo_ha=-0.3009 de_lowest_ev=0.000
C -3.11121 -6.72164 -3.05545 -1.926
C -2.69251 -6.11993 -1.73849 1.699
C -1.28751 -6.63329 -1.34660 -1.021
C -0.18297 -5.99232 -2.08476 -0.890
C -0.27310 -4.51021 -1.83743 0.600
C -1.53581 -3.94470 -2.42350 3.040
N -2.65282 -4.59720 -1.66847 1.019
O -3.91969 -4.19097 -2.22776 -0.743
C -1.55966 -2.47648 -2.06101 0.833
C -1.67912 -4.07345 -3.94901 -1.482
C -3.75533 -6.46674 -0.62478 -1.719
H -2.29101 -6.77321 -3.82674 0.368
H -3.99827 -6.20192 -3.38046 0.338
H -3.37732 -7.75822 -2.82748 0.555
H -1.05708 -6.57214 -0.26452 -0.187
H -1.28844 -7.69686 -1.55460 0.660
H -0.13599 -6.11333 -3.17180 0.412
H 0.77394 -6.42696 -1.81108 0.359
H 0.55119 -3.97165 -2.27893 -0.733
H -0.27966 -4.31023 -0.75051 -0.673
H -2.57216 -2.08433 -1.94774 -1.094
H -1.09322 -2.29109 -1.11433 -1.120
H -1.12795 -1.82518 -2.82250 0.302
H -0.91057 -3.48914 -4.47623 0.056
H -1.58181 -5.15359 -4.30779 0.191
H -2.69576 -3.78732 -4.28957 0.198
H -4.72951 -6.12472 -0.93105 0.402
H -3.40095 -5.90083 0.24775 0.397
H -3.77241 -7.57805 -0.45720 0.422
H -4.35360 -3.63418 -1.55181 0.503
C -0.61359 -5.78312 2.64773 -1.854
C -0.98877 -4.92709 3.84223 2.501
C 0.06223 -3.92132 4.23717 -2.196
C 0.17341 -2.81939 3.30863 1.985
C -1.12376 -2.03375 3.27249 -0.235
C -2.19948 -2.95347 2.80510 1.045
N -2.19670 -4.08255 3.66633 0.281
O -3.37140 -4.92316 3.42556 -0.633
C -3.61944 -2.27982 2.96230 -2.526
C -2.05407 -3.16726 1.32742 1.325
C -1.22457 -5.87811 5.04642 -2.074
H -0.11870 -5.20919 1.85588 0.096
H -1.44416 -6.16792 2.08953 0.451
H 0.09397 -6.58020 2.93101 0.606
H -0.31398 -3.50803 5.13534 0.429
H 1.03065 -4.45145 4.29729 -0.004
H 0.32661 -3.13487 2.26427 -0.344
H 0.99295 -2.24019 3.59591 -0.903
H -0.98606 -1.16606 2.65847 -0.366
H -1.30608 -1.72785 4.30821 0.218
H -4.32035 -2.99030 2.59068 0.453
H -3.81670 -2.22341 4.00534 0.729
H -3.68183 -1.23146 2.53518 -0.042
H -1.07242 -3.49879 0.97937 -1.346
H -2.86716 -3.78270 0.92282 1.222
H -2.27372 -2.19435 0.82208 -1.072
H -1.94017 -6.61569 4.73274 0.481
H -1.48964 -5.39715 5.98598 0.334
H -0.25905 -6.39873 5.13445 0.393
H -3.28026 -5.26706 2.52003 0.419
C -6.70771 7.47129 -0.82144 -1.741
C -6.98135 6.04676 -0.32124 1.568
C -8.06971 5.44032 -1.20899 -1.337
C -7.56550 4.89828 -2.51555 -0.885
C -6.38998 3.99269 -2.35347 -0.689
C -5.27747 4.75515 -1.63703 1.716
N -5.84211 5.19093 -0.31653 0.961
O -4.79573 5.84566 0.39889 -0.532
C -4.14904 3.82337 -1.20035 -2.048
C -4.65444 5.92665 -2.46655 -1.742
C -7.57251 6.13589 1.11291 -2.157
H -5.68143 7.73524 -0.86647 0.232
H -7.20941 8.12738 -0.07722 0.453
H -7.12786 7.57430 -1.79032 0.392
H -8.58127 4.72260 -0.64268 0.457
H -8.80036 6.26368 -1.49959 0.297
H -7.29626 5.70654 -3.16730 0.399
H -8.34941 4.33157 -3.01106 0.430
H -6.01747 3.75436 -3.35636 0.306
H -6.59743 3.11366 -1.80645 0.197
H -4.46823 2.91685 -0.72051 0.231
H -3.64636 3.59228 -2.13882 -0.037
H -3.46605 4.38269 -0.61143 0.667
H -4.00957 6.54551 -1.75945 0.252
H -4.15094 5.53722 -3.32847 0.491
H -5.44901 6.63924 -2.79822 0.345
H -6.77920 6.49136 1.79836 0.423
H -7.96510 5.15945 1.38415 0.283
H -8.33272 6.89983 1.08900 0.651
H -4.63670 5.32248 1.21241 0.458
C 2.46160 0.83596 -6.24396 -2.068
C 1.05957 1.01611 -5.72524 2.531
C 1.09251 1.74201 -4.37278 -0.442
C 1.31506 3.22928 -4.55725 -0.766
C 0.24838 3.82500 -5.43191 -1.532
C 0.19747 3.20414 -6.84888 1.743
N 0.10463 1.74825 -6.61074 1.149
O 0.00422 1.03224 -7.85802 -0.686
C -0.98631 3.75411 -7.65036 -1.755
C 1.54258 3.62727 -7.54972 -1.753
C 0.47878 -0.41615 -5.55706 -0.438
H 2.52616 0.09279 -7.04421 0.553
H 3.12137 0.53598 -5.45307 0.271
H 2.85636 1.78195 -6.58511 0.310
H 0.09241 1.65649 -3.90944 -0.433
H 1.88792 1.27887 -3.74406 0.046
H 2.27513 3.38664 -5.06032 0.421
H 1.51966 3.68297 -3.56382 0.005
H 0.42365 4.87541 -5.63820 0.593
H -0.72041 3.66817 -4.93139 0.185
H -0.96092 3.52578 -8.71690 0.351
H -1.98938 3.38465 -7.37676 0.206
H -1.02045 4.80406 -7.38971 0.473
H 1.45673 4.62439 -8.04101 0.418
H 2.32960 3.69428 -6.87138 0.439
H 1.81886 2.98182 -8.41459 0.282
H -0.38745 -0.31249 -4.92182 -0.604
H 1.18806 -1.07789 -5.08952 -0.159
H 0.13751 -0.85592 -6.51930 0.645
H 0.91079 1.06382 -8.25765 0.357
C 3.60291 0.11940 -0.42031 -0.197
C 2.41042 -0.59687 0.34051 2.337
C 2.50386 -0.15293 1.83556 -1.112
C 1.86962 1.18822 2.08685 0.078
C 0.43049 1.25738 1.65658 0.170
C 0.37491 0.95198 0.13245 2.807
N 1.06811 -0.38581 -0.09911 0.456
O 1.08424 -0.65397 -1.45888 1.847
C -1.11119 0.70297 -0.24870 -0.900
C 0.95844 2.15311 -0.70401 -0.268
C 2.68627 -2.15108 0.16870 -0.161
H 3.55242 1.25044 -0.36585 -0.406
H 3.59652 -0.19771 -1.46900 0.307
H 4.53432 -0.13008 0.06790 -0.867
H 1.91822 -0.95431 2.27123 -0.755
H 3.54814 -0.27299 2.10753 0.822
H 2.51140 1.95124 1.61836 -0.665
H 1.86713 1.33075 3.16696 1.025
H 0.00092 2.26869 1.80758 -0.339
H -0.03616 0.45278 2.18551 -0.566
H -1.47596 -0.24871 0.14300 -0.673
H -1.71166 1.46709 0.17121 1.054
H -1.22983 0.68054 -1.33966 -0.396
H 0.18881 2.89781 -0.73727 1.241
H 1.88195 2.52452 -0.25351 -1.695
H 1.22404 1.81367 -1.70185 -0.974
H 3.71789 -2.43762 0.25033 0.336
H 2.36857 -2.59670 -0.76986 -0.506
H 2.13178 -2.68420 0.94164 -0.929
H 0.49947 -1.42242 -1.55943 -1.057
C -1.82751 1.08782 5.30021 -0.591
C -1.90772 2.60053 5.18790 0.552
C -0.54678 3.24661 5.51375 -1.723
O -2.13735 2.97554 3.82952 -0.048
H -1.20458 0.65547 4.54879 -0.377
H -2.83797 0.67955 5.10944 0.376
H -1.40045 0.84517 6.25411 0.490
H -2.65187 2.97633 5.87684 0.208
H 0.23330 2.61740 5.12284 0.213
H -0.47384 3.35089 6.61671 0.525
H -0.34606 4.23103 5.02093 0.487
H -1.37802 3.51362 3.52082 -0.086
C 4.23535 -4.51969 3.82359 0.929
C 5.57040 -4.16278 4.60706 0.392
C 6.70115 -5.07692 4.08228 -1.586
O 6.00584 -2.79925 4.39245 -0.546
H 3.46444 -3.98694 4.39888 -1.304
H 4.04812 -5.57003 3.82514 0.624
H 4.28778 -4.13734 2.79830 -0.367
H 5.34573 -4.35148 5.65672 0.472
H 7.59509 -4.94127 4.69711 0.373
H 6.99894 -4.92113 3.06390 0.267
H 6.36309 -6.11264 4.12333 0.433
H 5.32001 -2.23731 4.80451 0.165
C 2.20203 -2.16339 8.01071 -1.698
C 2.49420 -2.02297 6.53767 1.366
C 1.55475 -1.08336 5.82819 0.239
O 3.82008 -1.55629 6.36790 -0.384
H 1.12756 -2.37512 8.19424 0.348
H 2.37136 -1.16429 8.47898 0.463
H 2.70057 -2.96701 8.47924 0.484
H 2.42933 -2.97395 6.01209 -0.502
H 1.73603 0.02685 6.06103 0.542
H 0.53250 -1.46858 6.03558 0.020
H 1.75252 -1.18376 4.76774 -0.969
H 4.34493 -1.40610 7.18244 0.246
C 3.50606 -5.73334 -0.18343 -1.069
C 4.92478 -5.60771 0.29679 1.503
C 5.77570 -6.73538 -0.30524 -1.875
O 5.44168 -4.29818 -0.15729 -0.181
H 3.53035 -5.74239 -1.24578 0.184
H 2.88555 -4.90855 0.09014 0.022
H 3.04981 -6.60629 0.20542 0.681
H 5.04375 -5.67245 1.37002 -0.316
H 6.83163 -6.42203 -0.26050 0.440
H 5.58486 -6.91064 -1.35502 0.329
H 5.76444 -7.59675 0.28783 0.451
H 5.81177 -3.70709 0.50921 0.163
C 0.83596 4.69287 2.74817 -1.023
C 1.48495 5.19641 1.49415 2.456
C 0.64281 6.23481 0.77480 -1.644
O 2.75751 5.78148 1.87292 -0.757
H -0.17010 4.26834 2.56350 -0.323
H 0.69076 5.58085 3.40351 0.600
H 1.41846 3.97279 3.32006 0.226
H 1.71874 4.36192 0.83172 -0.908
H -0.32166 5.80514 0.50616 0.242
H 1.13581 6.57039 -0.10085 0.303
H 0.50363 7.09250 1.43419 0.460
H 3.31489 5.08665 2.32525 0.445
C -5.74057 2.22549 2.55413 -0.873
C -5.78317 3.64018 3.10212 1.674
C -5.94075 3.64479 4.62358 -1.646
O -4.55140 4.30532 2.80198 -0.425
H -6.49219 1.56355 3.01560 0.412
H -4.78453 1.73803 2.83072 -0.047
H -5.79060 2.26793 1.49359 0.116
H -6.57293 4.23727 2.63336 -0.492
H -5.07168 3.21253 5.14338 0.159
H -6.89170 3.17154 4.83438 0.431
H -6.01908 4.65313 4.98078 0.463
H -3.85329 3.73003 3.08393 0.225
C 7.99741 -0.63934 2.29870 -1.395
C 7.18025 -1.20874 1.17564 1.124
C 8.23438 -1.66212 0.12020 -1.530
O 6.26364 -2.30656 1.49976 -0.404
H 8.74389 -1.31891 2.63896 0.372
H 7.30578 -0.37637 3.11798 0.195
H 8.48861 0.24453 1.82595 0.459
H 6.50959 -0.41564 0.73696 -0.284
H 8.77325 -0.82652 -0.29262 0.508
H 7.80399 -2.04049 -0.84855 0.219
H 8.95873 -2.33745 0.56284 0.371
H 6.15116 -2.46484 2.46898 0.017
C 3.60890 4.19856 -1.38627 0.207
C 4.62508 5.28565 -1.41013 0.103
C 4.11008 6.44400 -2.24705 -1.201
O 4.98394 5.64615 -0.09980 -0.566
H 2.58765 4.53511 -1.08499 0.043
H 3.98848 3.32445 -0.82575 -0.164
H 3.44314 3.79296 -2.40942 0.089
H 5.63002 4.98859 -1.86225 0.359
H 4.92231 7.11377 -2.59775 0.363
H 3.39648 7.03997 -1.65793 0.261
H 3.67135 6.05347 -3.19486 0.229
H 4.15610 5.86250 0.39414 0.385
C -6.94647 -1.30021 -1.54848 -1.722
C -5.49238 -1.30084 -1.22979 1.922
C -5.15317 -0.16842 -0.33331 -0.801
O -5.09803 -2.51967 -0.60970 -0.764
H -7.21841 -2.22462 -2.01738 0.486
H -7.07121 -0.47414 -2.27808 0.319
H -7.48964 -1.18424 -0.59331 0.359
H -4.82990 -1.22079 -2.13703 -0.689
H -5.48880 -0.40478 0.67845 0.346
H -5.62553 0.73746 -0.69168 0.242
H -4.06342 -0.03801 -0.25109 -0.004
H -4.36375 -2.25332 0.00236 0.128
C 5.34320 2.20110 4.19254 -1.151
C 4.44219 3.42568 4.07437 0.941
C 4.99333 4.64826 4.73934 -1.833
O 4.09235 3.70122 2.74088 -0.194
H 5.77681 2.25443 5.21558 0.406
H 6.14720 2.36030 3.47964 0.390
H 4.87243 1.22189 4.06335 0.133
H 3.46435 3.23210 4.51537 -0.134
H 5.99650 4.84745 4.40555 0.373
H 4.90589 4.50264 5.80791 0.480
H 4.30900 5.49384 4.55910 0.397
H 4.82260 3.78660 2.13479 0.160
C -3.20586 -0.60795 -5.88600 -0.687
C -3.42717 0.69278 -5.16435 -0.157
C -2.76947 0.72011 -3.74344 1.484
O -2.88217 1.70898 -5.95934 -0.596
H -2.18906 -0.63907 -6.23285 -0.009
H -3.84689 -0.74547 -6.73933 0.409
H -3.29227 -1.45875 -5.16043 0.022
H -4.51557 0.90601 -5.08885 0.504
H -1.67017 0.72534 -3.88680 -0.639
H -3.05684 -0.08857 -3.08658 -0.445
H -3.12080 1.69558 -3.19811 -0.664
H -1.93653 1.47836 -6.13786 0.219
C 4.53126 -2.54878 -4.64711 -1.410
C 3.40108 -3.28892 -3.94023 2.331
C 2.57172 -4.02954 -5.00568 -1.408
O 3.97555 -4.30296 -3.04756 -0.517
H 5.17710 -3.25574 -5.14435 0.431
H 5.25396 -1.96237 -4.07325 0.349
H 4.01984 -1.89638 -5.42413 0.211
H 2.77017 -2.57953 -3.39625 -0.973
H 2.34502 -3.32177 -5.84587 0.295
H 1.56724 -4.35296 -4.72118 0.140
H 3.14677 -4.85171 -5.36443 0.493
H 4.59340 -3.85576 -2.44484 0.098